No. 1
{
  "formula": "C11H42O10",
  "method": "wB97M-V/def2-TZVPD",
  "elements": ["C", "C", "O", "H", "H", "H", "H", "H", "H", "C", "C", "O", "H", "H", "H", "H", "H", "H", "C", "C", "O", "H", "H", "H", "H", "H", "H", "C", "C", "O", "H", "H", "H", "H", "H", "H", "C", "O", "H", "H", "H", "H", "C", "O", "H", "H", "H", "H", "C", "O", "H", "H", "H", "H", "O", "H", "H", "O", "H", "H", "O", "H", "H"],
  "xyz": [[2.4727, 26.6376, 4.7326], [3.7166, 27.0814, 5.4912], [4.6023, 26.0241, 5.7989], [2.0135, 25.8060, 5.2703], [2.7180, 26.3162, 3.7198], [1.7880, 27.4799, 4.6980], [3.3705, 27.5546, 6.4243], [4.1921, 27.8791, 4.8936], [5.1452, 26.3203, 6.5329], [2.1641, 29.7277, 2.9845], [3.5704, 29.9903, 2.4402], [4.1176, 31.2253, 2.8599], [2.1693, 29.7654, 4.0732], [1.8596, 28.7304, 2.6719], [1.4343, 30.4338, 2.5975], [3.4007, 30.0659, 1.3631], [4.2087, 29.1142, 2.5673], [4.7417, 31.5039, 2.1745], [3.0841, 30.7619, 6.9920], [4.2693, 31.4887, 7.6005], [4.5083, 32.6617, 6.8232], [2.2990, 31.4793, 6.7755], [2.7364, 29.9584, 7.6433], [3.4375, 30.2542, 6.0946], [5.1693, 30.8587, 7.6489], [4.1193, 31.7577, 8.6561], [5.2445, 33.1343, 7.2250], [7.3056, 30.5144, 4.3672], [7.5871, 30.9084, 2.9095], [7.5620, 32.3111, 2.7369], [6.3280, 30.7674, 4.7784], [8.0614, 31.0821, 4.9208], [7.5001, 29.4530, 4.5279], [6.9331, 30.3595, 2.2235], [8.6066, 30.5273, 2.7668], [6.8988, 32.4308, 2.0319], [6.0756, 34.7045, 3.7476], [5.7397, 35.2515, 2.4909], [5.7381, 35.3191, 4.5932], [5.6363, 33.7215, 3.9119], [7.1491, 34.5564, 3.9173], [5.7826, 36.2070, 2.5594], [6.1212, 29.2618, -1.2410], [5.1550, 29.8524, -0.3701], [6.1231, 29.8237, -2.1853], [7.1011, 29.3365, -0.7818], [5.8867, 28.2359, -1.5386], [4.3466, 29.9650, -0.8792], [-1.1915, 30.8544, 0.8395], [-0.4669, 31.4692, -0.2061], [-2.1722, 30.5551, 0.4673], [-0.7160, 29.8981, 1.1056], [-1.2804, 31.4670, 1.7366], [0.2155, 32.0383, 0.1907], [1.8774, 32.5382, 1.0058], [2.0614, 32.1350, 1.8652], [2.6916, 33.0030, 0.7770], [2.8618, 33.2549, 4.4182], [3.2538, 33.2782, 5.3057], [3.4851, 32.7255, 3.8869], [5.6885, 33.0649, 0.7834], [6.1571, 32.9963, -0.0583], [5.9465, 33.9338, 1.1551]],
  "atomic_forces_ev_per_a": [[0.6, -0.5, 0.4], [-0.6, 1.0, 0.1], [-0.1, -0.1, -0.3], [-0.1, 0.0, -0.1], [-0.1, 0.0, 0.0], [-0.1, 0.0, -0.1], [0.1, 0.0, -0.1], [0.2, -0.2, 0.2], [0.1, -0.1, 0.0], [0.8, 0.1, 0.5], [-1.4, -0.3, -1.5], [0.3, 0.0, 0.2], [-0.2, 0.0, 0.1], [0.0, 0.0, 0.0], [0.0, 0.1, 0.1], [0.3, -0.1, -0.1], [0.3, 0.2, 0.5], [0.0, 0.1, 0.1], [0.8, -0.3, 0.2], [0.2, -0.1, 0.6], [0.2, 0.0, 0.1], [-0.2, -0.1, -0.1], [-0.1, 0.2, 0.2], [-0.3, 0.3, -0.3], [-0.1, -0.1, -0.4], [-0.4, 0.1, -0.2], [0.0, 0.1, -0.1], [0.5, 0.5, 0.0], [0.4, -1.0, 1.1], [-0.5, -0.6, -0.6], [-0.1, 0.1, -0.3], [-0.2, -0.2, 0.3], [0.0, 0.0, -0.1], [-0.1, 0.3, -0.1], [0.0, 0.2, -0.5], [0.3, 0.5, 0.2], [0.5, -0.2, 1.7], [0.0, -0.1, -0.2], [-0.2, 0.1, -0.4], [-0.2, 0.1, -0.5], [0.0, 0.2, -0.5], [0.0, 0.0, -0.1], [-0.5, 0.6, -0.8], [0.3, -0.3, 0.0], [0.3, 0.0, 0.1], [0.0, -0.1, 0.1], [0.0, -0.1, 0.5], [-0.1, 0.0, 0.1], [0.3, -0.9, -0.3], [-0.1, 0.5, 0.2], [-0.1, 0.4, 0.0], [0.1, 0.1, 0.2], [-0.1, 0.1, 0.0], [-0.1, -0.3, -0.2], [0.2, 0.0, 0.1], [0.1, 0.2, 0.0], [-0.1, 0.0, 0.1], [0.2, 0.0, 0.0], [0.0, -0.1, -0.3], [-0.4, 0.0, 0.3], [0.3, 0.2, -0.1], [-0.1, -0.1, 0.1], [-0.4, 0.0, 0.0]],
  "lumo_energy_ev": 0.36,
  "energy_ev": -32561.132,
  "e_above_lowest_ev": 0.021,
  "total_charge": 0,
  "smiles": "CCO.CCO.CCO.CCO.CO.CO.CO.O.O.O"
}

No. 2
{
  "formula": "C3H4N3",
  "method": "wB97M-V/def2-TZVPD",
  "elements": ["C", "C", "C", "N", "N", "N", "H", "H", "H", "H"],
  "xyz": [[-0.6270, -0.4341, -0.5795], [1.4100, 0.6421, 0.0015], [-1.4102, -1.0002, 0.4830], [0.1087, -0.8967, 0.3470], [-0.2228, 0.3243, -1.5921], [0.9405, 0.8882, -1.1887], [2.2228, 0.6859, 0.6352], [-2.0576, -0.4170, 1.2481], [-1.7779, -2.0571, 0.6075], [1.3498, 1.5287, -1.8809]],
  "atomic_forces_ev_per_a": [[0.4, -0.2, -2.5], [-4.6, -2.4, -1.6], [-2.5, -0.6, 2.5], [3.4, 2.6, 1.0], [-1.7, 0.9, 0.0], [0.7, -1.1, 2.0], [1.9, 0.2, 0.8], [1.4, -0.1, -1.7], [0.9, 0.9, -0.8], [0.2, -0.2, 0.2]],
  "lumo_energy_ev": [-6.71, -6.71],
  "energy_ev": -7631.842,
  "e_above_lowest_ev": 4.465,
  "total_charge": 1
}